1.
A structure of composition C35H56BeN6O3P. Source: the OMol25 dataset; level of theory: ωB97M-V/def2-TZVPD.

Properties
Kohn-Sham gap = 0.2467 hartree
energy above the lowest of the compared OMol25 structures with the same formula, charge and spin = 0.082 eV
multiplicity = 1
total charge = +1

Last column: Mulliken charge in e.
Atoms and positions in Å:
Be1 0.08918 0.96414 0.21935  -1.0148
N1 -1.74496 0.55771 0.43473  0.6787
N2 -2.23465 1.64666 1.18012  -0.6154
C1 -1.31680 2.44949 1.76743  0.4954
N3 -1.72176 3.53940 2.39122  -0.2994
N4 -0.07377 1.96267 1.67866  0.3684
N5 0.98255 2.60113 2.29943  1.2046
O1 0.81343 3.65981 2.87748  -0.8221
O2 2.03456 2.01691 2.20165  -0.6310
H1 -2.07113 0.63874 -0.52505  0.5704
H2 -2.06991 -0.32333 0.86818  -0.8627
H3 -3.15933 1.99341 0.98143  0.2231
H4 -2.69188 3.80330 2.38927  0.1922
H5 -1.01477 4.15415 2.77005  0.2049
C2 4.50780 -5.48473 2.65585  -1.5076
C3 3.65503 -4.28473 2.37456  0.5579
C4 2.93146 -3.66745 3.39009  -1.1116
C5 2.14698 -2.55633 3.14509  1.1001
C6 1.39945 -1.93621 4.29862  -1.3908
C7 2.07804 -2.04745 1.82320  0.1876
C8 1.20953 -0.92842 1.60992  -0.2106
O3 0.96321 -0.40527 0.50745  0.5518
C9 2.83630 -2.64801 0.77826  1.0048
C10 2.86952 -2.12897 -0.62918  -1.0329
C11 3.59339 -3.76139 1.08444  -1.1825
H6 4.41443 -5.81155 3.68922  0.3749
H7 5.55678 -5.25476 2.46179  0.3492
H8 4.23314 -6.31370 2.00236  0.3599
H9 2.98557 -4.06700 4.39544  0.3265
H10 0.32724 -1.87838 4.10186  -0.0364
H11 1.75405 -0.92901 4.52347  0.3617
H12 1.53938 -2.53753 5.19425  0.4224
H13 0.71419 -0.50984 2.48873  0.5224
H14 1.88878 -2.19591 -1.10250  0.1608
H15 3.57944 -2.70481 -1.22022  0.4822
H16 3.15476 -1.07919 -0.66278  0.1138
H17 4.17469 -4.23053 0.29908  0.4393
C12 -3.05886 -4.19985 4.26467  -1.2875
C13 -2.77797 -2.76168 3.83875  -0.4642
P1 -2.72349 -2.41080 2.03030  0.5298
C14 -1.62498 -3.75631 1.40036  -0.6735
C15 -1.08486 -3.50284 -0.00510  -0.9777
C16 -4.40801 -2.95558 1.51422  -0.5486
C17 -4.69008 -2.77075 0.02400  -1.2548
H18 -3.04689 -4.28573 5.35150  0.4322
H19 -2.30999 -4.88872 3.87260  0.2859
H20 -4.03661 -4.53781 3.92349  0.3024
H21 -1.82337 -2.42811 4.25137  0.1154
H22 -3.52946 -2.08426 4.25419  0.4796
H23 -2.15251 -4.71336 1.43991  0.6184
H24 -0.78845 -3.83484 2.10323  0.3867
H25 -1.88347 -3.40368 -0.73858  0.2004
H26 -0.44662 -4.32631 -0.32894  0.4555
H27 -0.49191 -2.58706 -0.04441  -0.0780
H28 -5.11314 -2.35807 2.09918  0.3942
H29 -4.56655 -3.99747 1.79890  0.4203
H30 -4.48773 -1.74621 -0.29814  0.2439
H31 -5.73404 -2.98704 -0.20200  0.4005
H32 -4.08475 -3.43933 -0.58491  0.2917
C18 3.14839 5.66115 0.18513  -1.5896
C19 1.79787 5.13351 -0.21817  0.5320
C20 0.68619 5.96827 -0.26266  -0.9394
C21 -0.56767 5.47753 -0.60846  0.0725
C22 -1.76592 6.38712 -0.67005  -1.6817
C23 -0.69896 4.12465 -0.90522  0.6799
C24 0.39669 3.25674 -0.88220  -1.7949
C25 1.63908 3.78867 -0.53533  0.1576
N6 0.24999 1.85792 -1.08415  1.9301
C26 0.24050 1.37402 -2.47468  0.8211
C27 0.29886 -0.15860 -2.46478  -0.8203
C28 0.28027 -0.73257 -3.88349  0.5558
C29 1.50015 -0.21209 -4.64766  -1.3985
C30 1.44915 1.31660 -4.69780  0.2949
C31 0.17207 1.75881 -5.41755  -1.3512
C32 -1.04971 1.23321 -4.65822  0.3244
C33 -0.99939 -0.29484 -4.59866  -1.3956
C34 -1.03302 1.79838 -3.23547  -1.3867
C35 1.45479 1.87725 -3.27240  -1.6713
H33 3.15261 6.74930 0.22739  0.3713
H34 3.91984 5.34384 -0.51745  0.3520
H35 3.43062 5.28516 1.17068  0.3143
H36 0.79989 7.01964 -0.02213  0.3519
H37 -1.53327 7.37745 -0.28159  0.4097
H38 -2.60027 5.98599 -0.09057  0.3174
H39 -2.11518 6.50468 -1.69754  0.3115
H40 -1.67574 3.72881 -1.16585  0.5573
H41 2.49519 3.12324 -0.50647  0.4870
H42 -0.55289 -0.56973 -1.90161  0.3361
H43 1.20594 -0.47147 -1.94496  -0.6208
H44 0.31743 -1.82497 -3.83037  0.4012
H45 1.51177 -0.62451 -5.66060  0.5681
H46 2.41994 -0.54059 -4.15317  0.4343
H47 2.32201 1.69466 -5.23562  0.2803
H48 0.16735 1.37775 -6.44270  0.5238
H49 0.13373 2.85037 -5.47762  0.5523
H50 -1.96411 1.55190 -5.16558  0.2902
H51 -1.02725 -0.71353 -5.60847  0.5710
H52 -1.87804 -0.67918 -4.06747  0.4303
H53 -1.92002 1.44934 -2.68648  0.1346
H54 -1.09144 2.88829 -3.26883  0.5798
H55 1.44397 2.97042 -3.30289  0.4790
H56 2.36844 1.58025 -2.74585  0.4202

***

2.
A cluster of 2 separate species, C3H2Cl2O2 in total. Source: the OMol25 dataset; level of theory: ωB97M-V/def2-TZVPD.

Properties
Kohn-Sham gap (spin up / spin down) = 0.3096 / 0.2305 hartree
energy above the lowest of the compared OMol25 structures with the same formula, charge and spin = 4.726 eV
multiplicity = 1

Last column: Mulliken charge in e.
Atoms and positions in Å:
C1 2.72171 0.94444 0.47643  0.4562
C2 1.39852 0.57096 0.49796  0.0267
C3 -2.28853 -0.77481 -0.72222  -0.0389
O1 3.82289 1.20036 0.85350  -0.3090
O2 0.67080 0.07241 -0.35589  -0.4995
Cl1 -3.17629 -0.94099 -2.10961  -0.1556
Cl2 -3.04314 -0.94231 0.77760  -0.1395
H1 -1.30860 -0.65277 -0.95910  0.3728
H2 1.20265 0.52273 1.54133  0.2869

***

3.
The molecule C5H5NO. Source: the OMol25 dataset; level of theory: ωB97M-V/def2-TZVPD.

Properties
Kohn-Sham gap = 0.3214 hartree
energy above the lowest of the compared OMol25 structures with the same formula, charge and spin = 4.186 eV
multiplicity = 1
SMILES = N#C[C@@H]1C[C@@H]1C=O

Last column: Mulliken charge in e.
Atoms and positions in Å:
N1 1.86192 -0.53005 -2.04519  -0.5091
C1 0.82740 -0.18804 -1.63072  0.3870
C2 -0.27534 0.42998 -0.98952  -0.5194
C3 0.96055 0.30644 0.37301  -0.6558
C4 -0.48087 0.32868 0.50118  0.2990
C5 -1.25091 -0.83093 1.03460  -0.1734
O1 -2.09413 -0.70167 1.88491  -0.4599
H1 -0.81355 1.21211 -1.55301  0.3353
H2 1.46775 -0.66239 0.49273  0.2859
H3 1.61874 1.15513 0.47761  0.3162
H4 -0.80242 1.28824 0.89767  0.3495
H5 -1.01914 -1.80750 0.55673  0.3448

***

4.
A cluster of 3 separate species, C20H40N3O17S4 in total. Source: the OMol25 dataset; level of theory: ωB97M-V/def2-TZVPD.

Properties
Kohn-Sham gap = 0.3318 hartree
multiplicity = 1
total charge = +1

Last column: Mulliken charge in e.
Atoms and positions in Å:
C1 0.18314 4.55298 2.40245  -1.0691
C2 -0.84746 4.01468 1.24921  0.1361
O1 -0.99612 2.59209 1.49155  -0.2333
C3 -1.72081 1.91342 0.43242  0.0732
C4 -0.81163 1.07944 -0.59922  0.1611
C5 0.30711 0.13267 0.13176  0.4328
O2 -0.13052 -0.24892 1.45345  -0.3371
C6 0.73773 -1.30093 2.03946  0.4323
C7 0.19094 -2.67759 1.36567  -1.0412
C8 0.52106 -4.01030 2.20031  -0.0328
C9 -0.03936 -5.35608 1.45061  -1.2455
O3 1.89983 -4.13650 2.64022  -0.4676
S1 0.30450 -1.17223 3.88241  1.2892
C10 -1.55230 -1.27969 3.98580  -0.8894
O4 0.98034 -2.20358 4.74411  -0.6542
O5 0.70037 0.20958 4.42865  -0.7120
C11 2.29097 -0.98117 1.76106  -0.1530
N1 3.18401 -1.19174 2.97603  -0.3145
C12 2.98102 -1.81407 0.56803  -1.1499
C13 4.47188 -1.25496 0.15346  -0.5378
C14 5.41399 -2.41622 -0.46061  -0.7144
S2 4.87778 -2.70778 -2.22589  1.1286
O6 5.99757 -3.48318 -2.88433  -0.5963
O7 3.52832 -3.38840 -2.27792  -0.5637
O8 4.78535 -1.21843 -3.00325  -0.4782
N2 2.36238 0.52657 1.51268  0.0348
C15 1.73929 0.89670 0.17783  -0.5031
N3 1.64523 2.40010 0.05559  -0.3230
C16 2.20398 2.70412 -1.11280  0.7634
O9 2.59882 2.78294 -2.30903  -0.4940
H1 1.26421 4.16282 2.21243  0.1648
H2 -0.10595 4.12144 3.44677  0.2565
H3 0.17412 5.69532 2.50809  0.3647
H4 -0.34931 4.25335 0.23711  0.0699
H5 -1.85407 4.58345 1.30666  0.2958
H6 -2.58324 1.24901 0.84202  0.2677
H7 -2.25437 2.74014 -0.19391  -0.3707
H8 -0.36175 1.70696 -1.46108  0.2906
H9 -1.52701 0.32251 -1.12231  -0.6461
H10 0.44976 -0.76214 -0.60286  0.1922
H11 -0.97127 -2.57251 1.38872  0.5393
H12 0.44978 -2.77923 0.24443  0.3271
H13 -0.11896 -3.94546 3.17544  0.3270
H14 0.14022 -6.29528 2.11665  0.3438
H15 0.45869 -5.54129 0.43391  0.2856
H16 -1.20026 -5.26961 1.38032  0.3113
H17 1.86346 -4.72190 3.44384  0.3749
H18 -2.00805 -2.03372 3.22726  0.2984
H19 -1.97052 -0.22864 3.75708  0.2769
H20 -1.83449 -1.66768 5.03081  0.4212
H21 3.98554 -0.54116 2.96002  0.4356
H22 3.60746 -2.13731 2.83299  0.4361
H23 2.36757 -1.74750 -0.42246  0.1535
H24 3.12422 -2.93381 0.76871  0.7486
H25 4.34758 -0.37949 -0.60689  0.2592
H26 5.00610 -0.77538 1.06849  0.2199
H27 6.49282 -2.02996 -0.43636  0.3671
H28 5.24597 -3.35558 0.19952  0.3758
H29 4.02402 -1.24064 -3.63435  0.3624
H30 1.91095 1.06413 2.30005  0.6292
H31 3.34152 0.87609 1.47192  0.7163
H32 2.39212 0.55356 -0.72399  0.1020
C17 -4.35095 -1.81511 -4.05458  -0.4118
C18 -2.93251 -2.27045 -3.74340  -0.3598
O10 -2.54654 -1.51919 -2.59176  -0.3617
S3 -3.86031 -1.24305 -1.67550  1.1417
O11 -3.89566 -2.22917 -0.63326  -0.6066
O12 -3.94517 0.16461 -1.41841  -0.3843
O13 -4.97846 -1.63627 -2.78380  -0.3204
H33 -4.35168 -0.85215 -4.57334  0.2820
H34 -4.89792 -2.54777 -4.64991  0.3341
H35 -2.24583 -2.08774 -4.57064  0.3431
H36 -2.90787 -3.33175 -3.47837  0.3006
C19 -4.14877 5.72799 -3.47496  -0.3963
C20 -4.43518 5.59890 -1.98596  -0.3359
O14 -3.86741 4.34463 -1.60687  -0.3159
S4 -2.55735 4.05849 -2.52262  1.0839
O15 -1.39420 4.45458 -1.78038  -0.5027
O16 -2.69515 2.76237 -3.11908  -0.5450
O17 -2.84033 5.18426 -3.65687  -0.3114
H37 -4.85048 5.13176 -4.06523  0.2932
H38 -4.18102 6.76490 -3.81279  0.3283
H39 -5.50255 5.62153 -1.76391  0.3314
H40 -3.92900 6.38465 -1.41708  0.2754

***

5.
A cluster of 3 separate species, C4H9N3O in total. Source: the OMol25 dataset; level of theory: ωB97M-V/def2-TZVPD.

Properties
Kohn-Sham gap = 0.3074 hartree
energy above the lowest of the compared OMol25 structures with the same formula, charge and spin = 11.287 eV
multiplicity = 1

Last column: Mulliken charge in e.
Atoms and positions in Å:
C1 1.29956 1.80750 0.16248  -1.0042
C2 0.28100 0.59673 -0.35241  0.5850
C3 0.99503 -0.67966 -0.54922  -0.6448
C4 -2.93765 -0.36590 -0.10622  0.0976
H1 1.76325 2.49052 -0.63980  0.2812
H2 0.93596 2.76146 0.71188  0.3078
H3 2.24275 1.26162 0.92595  0.2422
H4 0.95143 -1.09483 -1.60842  0.3054
H5 2.10852 -0.12868 -0.23324  0.2489
H6 -0.09530 -0.82372 1.54102  0.2833
H7 2.30208 -2.30785 0.86927  0.2305
H8 -1.27354 -1.26832 -0.82467  0.2777
H9 -3.24466 -1.51392 -0.12322  0.2287
N1 0.73513 -1.79386 0.51264  -0.5490
N2 -0.90648 0.75223 -0.17009  -0.4467
N3 -1.60435 -0.37230 -0.44486  0.1012
O1 -3.55276 0.67898 0.32889  -0.5449

***

6.
A structure of composition C19H31ClIrN2O. Source: the OMol25 dataset; level of theory: ωB97M-V/def2-TZVPD.

Properties
Kohn-Sham gap (spin up / spin down) = 0.1475 / 0.2175 hartree
energy above the lowest of the compared OMol25 structures with the same formula, charge and spin = 1.571 eV
multiplicity = 6
total charge = +2
expectation value of S² = 8.78

Last column: Mulliken charge in e.
Atoms and positions in Å:
C1 -4.09888 -3.70933 -2.55623  1.1587
C2 -5.07259 -3.51456 -1.47755  -1.1727
C3 -4.19369 -2.89978 -3.77515  -1.1729
C4 -3.19781 -4.86540 -2.52129  -1.1705
Cl1 -1.64828 -1.53028 -0.98669  -0.4956
H1 -4.90738 -3.33631 -4.49447  0.3791
H2 -3.22241 -2.83196 -4.28238  0.3636
H3 -4.54128 -1.88309 -3.54996  0.3633
H4 -5.99386 -4.09492 -1.65601  0.3916
H5 -5.36509 -2.45966 -1.39275  0.3591
H6 -4.66512 -3.84200 -0.51220  0.3612
H7 -3.67740 -5.76345 -2.94652  0.3922
H8 -2.90684 -5.11028 -1.49154  0.3563
H9 -2.28754 -4.67627 -3.10526  0.3627
C5 -0.29332 2.28909 1.22217  0.2321
C6 -0.21063 2.39864 -0.22170  -0.7881
C7 -1.40350 1.78996 -0.77511  -0.5542
H10 0.49587 3.06000 -0.73639  0.5862
C8 -2.05727 1.09824 0.36250  -1.0995
C9 -1.37631 1.41467 1.54252  -0.9261
H11 -1.65698 1.17011 2.57000  0.5045
H12 0.01967 3.05867 1.94254  0.6603
H13 -1.77276 1.92011 -1.79408  0.7345
H14 -3.03031 0.60717 0.27023  0.6310
C10 2.40305 -0.89527 0.17548  -0.2734
C11 2.59397 0.36681 -0.39679  -0.3325
C12 1.75762 0.48805 -1.57206  -1.1211
H15 3.39152 1.07922 -0.19125  0.6838
C13 1.19428 -0.87448 -1.80871  -0.0350
C14 1.56816 -1.67084 -0.64176  -0.8296
H16 1.28976 -2.71939 -0.49251  0.4390
H17 2.86269 -1.24591 1.11182  0.5610
H18 1.82408 1.26888 -2.33662  0.5515
H19 0.80692 -1.22710 -2.77283  0.5275
Ir1 -0.19847 0.25391 -0.92852  0.7634
C15 4.27342 2.96165 1.35167  -1.3726
N1 2.83384 2.93998 1.59547  0.6255
C16 2.27942 4.23448 1.95875  -0.9159
C17 2.22493 1.77972 2.06908  -0.2612
O1 1.29998 1.21539 1.37686  -0.1511
N2 2.53406 1.19932 3.24025  0.3196
C18 3.38516 1.85701 4.22376  -0.8553
C19 1.81827 -0.01920 3.63542  -1.0426
H20 4.74469 3.71194 2.01257  0.4344
H21 4.45447 3.25591 0.30014  0.3506
H22 4.71517 1.96817 1.51672  0.5184
H23 1.21552 4.29244 1.71312  0.2603
H24 2.42608 4.44685 3.03626  0.2548
H25 2.80092 4.99248 1.36002  0.4177
H26 3.38593 1.24318 5.12655  0.4194
H27 4.40456 1.94228 3.83850  0.2797
H28 2.99286 2.85026 4.46814  0.2577
H29 1.20497 0.16468 4.53941  0.4003
H30 1.17889 -0.33879 2.80592  0.2802
H31 2.54456 -0.81610 3.88722  0.3887

***

7.
A cluster of 3 separate species, C6H8BrNO3 in total. Source: the OMol25 dataset; level of theory: ωB97M-V/def2-TZVPD.

Properties
Kohn-Sham gap = 0.3422 hartree
energy above the lowest of the compared OMol25 structures with the same formula, charge and spin = 1.898 eV
multiplicity = 1

Last column: Mulliken charge in e.
Atoms and positions in Å:
C1 -0.09014 0.00663 -1.66319  -0.6516
C2 0.23456 -0.90723 -2.49326  0.5508
C3 1.40700 -3.05578 -0.38046  -0.4024
C4 -0.35337 0.14170 -0.32887  1.0114
C5 -0.05388 1.66563 2.37731  -1.0592
C6 -1.25053 1.37745 1.48344  -0.2927
N1 1.77857 -3.98794 -0.95182  0.0049
O1 -0.10525 -0.79650 0.57004  -0.3642
O2 0.49834 -1.56634 -3.42134  -0.4499
O3 -0.89836 1.25073 0.10440  -0.2820
Br1 -0.40937 2.88783 -2.83038  -0.4147
H1 -0.23225 1.43563 -2.31613  0.0829
H2 -0.39616 1.73344 3.40666  0.3519
H3 0.68896 0.87310 2.30139  0.3170
H4 0.40497 2.61526 2.10260  0.3043
H5 -1.95242 2.21353 1.50315  0.3226
H6 -1.76295 0.46584 1.80679  0.3291
H7 2.11681 -4.77373 -1.46406  0.2917
H8 0.37548 -1.57926 0.19376  0.3503

***

8.
A cluster of 7 separate species, H14O7 in total. Source: the OMol25 dataset; level of theory: ωB97M-V/def2-TZVPD.

Properties
Kohn-Sham gap = 0.3642 hartree
energy above the lowest of the compared OMol25 structures with the same formula, charge and spin = 1.801 eV
multiplicity = 1
SMILES = O.O.O.O.O.O.O

Last column: Mulliken charge in e.
Atoms and positions in Å:
O1 -2.85234 0.94009 0.88802  -0.6208
H1 -2.26750 1.71111 0.92982  0.2901
H2 -2.32433 0.13226 0.98394  0.3205
O2 -1.24742 -1.28387 1.92250  -0.6368
H3 -1.50591 -2.16209 2.17413  0.2971
H4 -0.46935 -1.11375 2.47473  0.2989
O3 -0.36235 -1.37127 -0.73223  -0.7063
H5 -0.54079 -0.41701 -0.91652  0.3597
H6 -0.72834 -1.45022 0.12864  0.4388
O4 2.01294 0.21769 -2.39058  -0.7348
H7 1.14879 0.58832 -2.20748  0.4279
H8 2.22003 -0.30863 -1.64142  0.3982
O5 0.79777 1.30324 1.25850  -0.5594
H9 0.02870 1.36852 0.70874  0.1963
H10 0.72949 2.14246 1.73863  0.2965
O6 -0.25870 1.16425 -1.44533  -0.6467
H11 -0.86815 1.37041 -2.13485  0.2273
H12 0.22151 1.95833 -1.27747  0.3425
O7 2.41021 -1.59743 -0.39359  -0.7008
H13 1.48260 -1.72018 -0.60527  0.4431
H14 2.37315 -1.47223 0.53708  0.2685

***

Sequential max |F| output: 0.28; 4.61; 1.64; 8.51; 6.84; 3.22; 1.25; 2.04 eV/A
Sequential energy output: -2277.5113; -1186.2172; -323.3658; -3821.6039; -396.9359; -1490.9429; -3087.8246; -535.0576 Ha